[1]
82
Properties=species:S:1:pos:R:3:forces:R:3 method="wB97M-V/def2-TZVPD" smiles="C[C@H](Br)[C@@H](Br)c1c(N)c(F)c(CCCI)c2c1Sc1ccc(Cl)cc1N2CON=O.COP(=O)(OC)OC.COP(=O)(OC)OC" homo_lumo_gap_ev=7.6 spin_multiplicity=1 lumo_ev=-0.74 e_homo_ev=-8.336
C 4.3812 2.0163 3.7961 0.21 -1.68 -0.10
C 3.0945 2.5107 4.6835 1.90 1.25 0.51
Br 1.6448 1.1155 4.8823 1.19 0.96 -0.24
C 2.4425 3.9501 4.1982 -2.03 -0.28 1.27
Br 3.7816 5.1233 3.2066 -1.12 -0.92 0.68
C 1.0030 3.8154 3.4250 -3.84 -0.09 -1.45
C -0.3864 4.1595 4.2890 -1.50 -0.24 -1.79
N -0.3598 4.6289 5.7545 0.20 1.32 -3.15
C -1.9133 4.0242 3.6344 2.55 -0.91 -2.93
F -3.1640 4.3223 4.4277 4.06 -0.80 -2.18
C -2.0817 3.5804 2.0652 2.47 0.11 1.28
C -3.5703 3.4421 1.3708 -0.05 -0.15 1.00
C -3.9733 1.8586 1.0229 0.44 -0.07 0.29
C -5.2732 1.4342 1.9298 0.77 0.94 1.09
I -6.6111 -0.0306 0.9342 0.86 0.75 0.61
C -0.7212 3.2426 1.1528 -0.05 1.08 4.41
C 0.7797 3.3458 1.8609 -3.38 0.43 1.24
S 2.2404 2.8905 0.7651 -2.01 -0.96 -0.12
C 1.5314 1.5825 -0.4081 -2.43 -2.08 -1.98
C 2.4559 0.3497 -1.0275 -3.58 -0.06 -1.26
C 1.8272 -0.7704 -2.0595 -2.98 3.19 1.49
C 0.2307 -0.6531 -2.4194 2.08 3.00 2.58
Cl -0.5029 -1.9443 -3.5850 1.01 2.25 2.00
C -0.6880 0.5782 -1.8016 2.67 -0.51 0.55
C -0.0759 1.7475 -0.7743 2.47 -3.98 -2.11
N -0.9786 2.8595 -0.2878 2.75 0.31 1.03
C -0.9847 4.0590 -1.2172 1.36 -0.65 -1.77
O -2.3444 4.1767 -1.8384 1.30 0.25 1.49
N -2.5013 3.1298 -2.7053 -3.84 -1.64 0.44
O -3.6568 2.7048 -2.6449 3.86 1.64 -0.52
H 4.3389 2.2890 2.6589 -0.15 -0.37 2.34
H 5.4331 2.3564 4.2324 -2.52 -0.41 -0.78
H 4.3868 0.8238 3.8528 0.01 2.60 -0.11
H 3.5045 2.6896 5.7903 -1.12 -0.46 -2.50
H 2.2214 4.5508 5.2059 0.46 -1.32 -2.45
H -1.2912 5.0773 6.0083 1.31 -1.08 -0.74
H 0.2954 5.4670 5.7171 -0.86 -1.40 0.33
H -4.3476 3.7906 2.2024 1.80 -0.48 -1.87
H -3.6943 4.1203 0.4076 0.49 -1.45 2.13
H -4.1459 1.7294 -0.1364 0.21 0.30 2.47
H -3.0778 1.1483 1.3582 -1.93 1.54 -0.89
H -5.9742 2.3393 2.2213 1.50 -1.86 -0.88
H -4.8740 0.9782 2.9473 -1.04 0.75 -2.24
H 3.5977 0.2752 -0.7730 -2.58 0.29 -0.43
H 2.4285 -1.6511 -2.5629 -1.17 2.15 1.35
H -1.8280 0.6061 -2.1356 2.76 0.00 0.89
H -0.2674 3.7762 -2.1281 -1.41 0.84 2.03
H -0.6539 5.0675 -0.7126 -1.17 -2.11 -0.96
C 4.1296 -3.7458 -8.9754 0.01 -0.87 -0.64
O 4.1052 -2.5825 -8.1780 0.36 0.56 1.35
P 4.8169 -2.6738 -6.7352 0.37 -0.65 0.20
O 5.3799 -4.0143 -6.3778 -0.81 1.81 -0.55
O 3.6763 -2.1281 -5.7367 1.33 0.23 -0.52
C 2.4474 -2.8277 -5.7381 -0.71 -0.41 -0.03
O 5.8796 -1.4685 -6.7794 -1.52 -0.65 -0.30
C 6.9860 -1.5574 -5.9049 0.83 -0.12 0.53
H 3.4487 -3.6077 -9.8191 0.11 0.20 0.18
H 5.1408 -3.9170 -9.3540 -0.15 -0.13 0.02
H 3.7938 -4.6128 -8.3989 0.18 0.05 -0.14
H 2.6125 -3.9085 -5.7738 -0.03 0.05 0.04
H 1.8515 -2.5199 -6.6014 0.01 -0.05 0.08
H 1.8973 -2.5834 -4.8259 0.24 0.02 -0.18
H 7.7579 -2.1765 -6.3694 -0.06 0.01 0.19
H 6.6978 -1.9867 -4.9410 0.12 0.02 -0.11
H 7.3898 -0.5557 -5.7386 -0.23 -0.08 -0.14
C -4.6233 -3.6450 4.9551 -0.86 -0.04 0.60
O -3.4517 -3.5507 4.1753 0.62 -0.35 -1.25
P -3.5319 -4.1181 2.6693 -0.72 -0.18 -0.43
O -4.8383 -4.7392 2.2831 1.78 0.83 0.65
O -2.2608 -5.1049 2.5890 -0.57 1.12 -0.44
C -2.2223 -6.1637 3.5256 0.02 -0.54 0.54
O -3.0790 -2.8561 1.7829 0.16 -1.03 1.45
C -3.4951 -2.8390 0.4325 -0.45 0.04 -0.99
H -4.3730 -3.4168 5.9942 0.16 0.05 -0.23
H -5.3670 -2.9272 4.5988 -0.03 -0.16 0.09
H -5.0313 -4.6592 4.9128 -0.09 0.21 -0.03
H -3.2096 -6.6203 3.6409 0.08 -0.02 -0.02
H -1.8789 -5.7856 4.4921 -0.05 -0.05 -0.04
H -1.5193 -6.9237 3.1754 -0.12 0.23 -0.09
H -4.5106 -2.4379 0.3782 0.11 -0.13 -0.09
H -3.4695 -3.8415 -0.0044 -0.04 0.14 0.00
H -2.8276 -2.1883 -0.1376 0.04 -0.07 0.25

[2]
14
Properties=species:S:1:pos:R:3:forces:R:3 method="wB97M-V/def2-TZVPD" homo_lumo_gap_ev=9.7 spin_multiplicity=1 lumo_ev=0.67 e_homo_ev=-9.054
C 1.5314 0.7871 -0.0677 -0.03 0.06 0.02
C 0.7676 -0.3548 -0.6787 -0.17 0.02 -0.11
C -0.4390 -0.2812 -1.2428 0.26 -0.31 0.05
O -1.2278 0.8219 -1.3654 0.12 0.24 0.08
H 0.9072 1.6707 0.1198 0.09 -0.12 -0.03
H 1.9584 0.4939 0.8973 -0.06 0.03 -0.13
H 2.3627 1.1056 -0.7087 -0.12 -0.05 0.09
H 1.2372 -1.3340 -0.6611 -0.09 0.12 -0.04
H -0.9363 -1.1527 -1.6587 0.11 0.10 0.07
H -0.7340 1.5988 -1.0706 -0.10 -0.08 -0.04
C -1.3558 -0.8376 1.6042 0.09 -0.22 0.15
O -0.9229 -1.7651 2.2386 -0.19 0.41 -0.24
H -0.9584 0.1924 1.7102 0.00 -0.14 0.04
H -2.1902 -0.9451 0.8835 0.09 -0.06 0.10

[3]
18
Properties=species:S:1:pos:R:3:forces:R:3 method="wB97M-V/def2-TZVPD" homo_lumo_gap_ev=10.8 charge=+1 spin_multiplicity=1 lumo_ev=-3.51 e_homo_ev=-14.346
C 0.9838 0.5171 2.0430 -0.73 -0.27 1.34
C -0.3010 0.5908 1.2063 1.49 2.28 -0.85
C -0.5708 -0.5732 0.3266 0.30 -0.70 1.12
C -0.2193 -1.8386 0.5317 -0.04 -0.17 -0.80
N -1.1529 -0.1610 -0.9542 -0.02 0.04 -1.81
H 1.3649 1.4877 2.3457 -0.09 0.31 -0.50
H 0.7825 0.0722 3.0235 0.01 -0.41 -0.25
H 1.7707 -0.0374 1.5663 0.30 -0.18 -0.32
H -1.1344 0.9821 1.7830 -0.44 -0.74 0.33
H -0.1470 1.4887 0.5510 0.04 -0.64 -0.01
H 0.5064 -2.1524 1.2760 -0.56 0.39 0.43
H -0.5372 -2.6650 -0.1100 0.14 0.45 -0.14
H -1.7424 0.6770 -0.9426 0.26 0.02 0.49
H -1.7224 -0.8415 -1.4581 0.00 -0.56 0.38
H -0.3480 0.0236 -1.6351 -0.46 0.10 0.45
H 0.9287 0.3207 -3.7986 0.08 -0.01 -0.04
H 0.5968 1.5058 -2.8776 0.34 0.10 -0.26
O 0.9414 0.6035 -2.8768 -0.64 -0.01 0.46

[4]
9
Properties=species:S:1:pos:R:3:forces:R:3 method="wB97M-V/def2-TZVPD" s2=2.013 homo_lumo_gap_ev="6.2 / 6.5" spin_multiplicity=3 lumo_ev="0.38 / -2.72" e_homo_ev="-5.818 / -9.209"
C -1.1797 0.2779 -0.1369 -1.82 2.64 4.34
N -1.0287 -0.2200 -1.2919 2.03 -3.37 -4.75
O 0.9770 -0.9730 1.0319 -0.50 0.16 -1.04
P -0.4304 -0.1046 1.4526 0.48 -0.09 0.54
P 1.8047 -0.6787 -0.3886 -0.89 0.87 0.50
S 0.2483 -1.0876 -1.8658 -0.50 0.45 0.59
H -2.0931 0.9157 -0.1227 0.89 0.12 0.55
H 0.3063 1.1669 1.7563 -0.35 -0.58 -0.62
H 1.3956 0.7035 -0.4349 0.67 -0.20 -0.11

[5]
86
Properties=species:S:1:pos:R:3:forces:R:3 method="wB97M-V/def2-TZVPD" s2=3.777 homo_lumo_gap_ev="6.7 / 5.9" charge=+3 spin_multiplicity=4 lumo_ev="-9.12 / -9.95" e_homo_ev="-15.819 / -15.812"
Re 0.1314 -0.4521 -0.4561 0.02 1.72 -0.18
C 2.1277 -3.5219 -4.1338 -0.16 -0.08 0.08
C 1.6550 -3.2288 -2.7230 0.40 0.23 0.08
O 2.2712 -4.0069 -1.7529 0.14 -0.12 -0.05
P -1.1297 -3.3218 -0.8356 -0.16 0.34 -0.01
O 0.2248 -3.3848 -2.6218 -0.33 -0.26 -0.43
O 0.1911 -3.5299 -0.0101 0.01 -0.09 0.42
O -1.3051 -1.7767 -0.7418 0.31 -0.88 0.10
P 1.8976 -1.4502 -2.2432 0.01 0.22 0.47
O 3.1499 -1.0063 -3.0468 -0.07 -0.20 -0.06
O 0.6056 -0.6669 -2.5160 -0.03 -0.24 -0.25
O 2.0301 -1.2544 -0.7062 0.06 -0.63 -0.23
H 1.8848 -4.5623 -4.3677 0.01 -0.03 -0.05
H 3.2050 -3.3880 -4.2167 -0.02 0.02 0.05
H 1.6363 -2.8793 -4.8612 -0.02 0.04 -0.02
H 2.7641 -4.7319 -2.1621 0.05 0.00 -0.01
H -0.0559 -4.1073 -3.2030 -0.08 -0.01 -0.16
H 0.6272 -4.3983 -0.0420 0.00 0.07 0.01
H 3.4472 -0.0851 -2.9758 0.00 0.04 0.06
O -1.2110 2.0061 1.4700 0.09 -0.01 -0.02
C -1.2564 1.7397 2.8150 0.02 -0.05 0.20
C -2.0712 2.3644 3.7538 0.15 -0.15 -0.13
C -1.9393 2.0090 5.0877 0.07 -0.08 0.04
C -1.0260 1.0423 5.4955 0.03 -0.01 -0.10
C -0.2817 0.3666 4.5442 -0.19 0.16 0.08
C -0.4045 0.7035 3.1940 -0.18 0.08 -0.03
P 0.3795 -0.4277 2.0317 0.15 -0.38 0.19
C -0.2588 -2.0368 2.5557 0.05 0.02 0.08
C 0.5071 -3.0087 3.1887 0.00 -0.04 0.00
C -0.0860 -4.2051 3.5776 0.03 0.02 -0.01
C -1.4333 -4.4278 3.3432 -0.01 0.04 -0.01
C -2.2096 -3.4418 2.7388 0.07 0.01 0.01
C -1.6245 -2.2481 2.3505 -0.05 -0.04 -0.01
C 2.1608 -0.2873 2.2836 -0.06 0.18 0.10
C 2.6529 0.9695 2.6545 0.02 -0.10 0.01
C 4.0166 1.1616 2.8126 -0.02 0.01 0.01
C 4.8912 0.1021 2.6185 0.02 -0.05 0.00
C 4.4062 -1.1464 2.2475 0.05 0.05 0.01
C 3.0485 -1.3414 2.0660 -0.01 -0.01 -0.12
C -1.8338 3.0383 0.8211 -0.04 0.12 -0.16
C -2.1578 4.2775 1.3595 0.09 -0.17 -0.11
C -2.7515 5.2251 0.5381 -0.02 -0.01 -0.10
C -3.0058 4.9684 -0.8037 0.03 -0.10 0.00
C -2.6202 3.7567 -1.3526 -0.03 0.11 0.18
C -2.0298 2.7863 -0.5376 -0.09 0.10 0.03
P -1.2461 1.4003 -1.3643 -0.41 -0.17 0.06
C -2.3255 0.8404 -2.6753 0.03 0.11 -0.03
C -3.6867 0.7490 -2.3644 0.02 0.03 0.02
C -4.5768 0.2698 -3.3090 0.01 0.01 -0.01
C -4.1185 -0.1094 -4.5631 0.05 0.01 -0.01
C -2.7674 -0.0194 -4.8729 -0.04 0.00 0.00
C -1.8645 0.4440 -3.9309 0.05 0.03 -0.02
C 0.3797 2.0067 -1.8498 -0.03 0.23 -0.02
C 0.8011 2.5051 -3.0747 0.05 -0.09 0.03
C 2.1520 2.7645 -3.2605 -0.06 -0.03 0.01
C 3.0808 2.5060 -2.2499 0.06 -0.01 0.07
C 2.6684 2.0131 -1.0217 0.08 0.13 -0.06
C 1.3091 1.7814 -0.8194 0.06 -0.23 -0.01
H -2.8118 3.0944 3.4721 0.02 0.00 -0.03
H -2.5656 2.5004 5.8199 0.00 -0.01 0.02
H -0.9225 0.7939 6.5414 0.00 0.00 0.02
H 0.3790 -0.4343 4.8482 0.03 -0.05 0.01
H 1.5547 -2.8427 3.3986 -0.07 -0.01 0.05
H 0.5074 -4.9560 4.0802 0.02 -0.02 0.02
H -1.8897 -5.3551 3.6576 -0.02 -0.05 0.02
H -3.2704 -3.5954 2.6020 -0.06 0.00 -0.01
H -2.2457 -1.4736 1.9129 0.01 0.04 -0.02
H 1.9741 1.7877 2.8551 -0.06 0.05 0.01
H 4.3922 2.1293 3.1160 0.00 0.01 0.01
H 5.9526 0.2445 2.7698 0.01 0.00 -0.01
H 5.0903 -1.9711 2.1058 0.02 -0.02 -0.01
H 2.6899 -2.3107 1.7501 0.02 0.02 -0.06
H -1.9223 4.5332 2.3799 0.00 -0.04 0.01
H -3.0096 6.1869 0.9578 -0.01 0.04 0.00
H -3.4765 5.7173 -1.4232 -0.01 0.02 -0.02
H -2.7739 3.5680 -2.4059 -0.02 -0.02 -0.06
H -4.0569 1.0714 -1.4001 0.00 0.01 0.05
H -5.6300 0.2112 -3.0752 -0.03 -0.01 0.02
H -4.8181 -0.4637 -5.3062 -0.03 -0.02 -0.03
H -2.4206 -0.2975 -5.8577 0.02 -0.02 -0.03
H -0.8160 0.5045 -4.1800 0.04 -0.01 0.00
H 0.0962 2.6845 -3.8745 -0.03 0.02 -0.01
H 2.4911 3.1748 -4.2018 0.01 0.02 -0.03
H 4.1259 2.7300 -2.4154 0.04 0.02 -0.01
H 3.3777 1.8602 -0.2185 0.00 -0.07 0.02
H 0.9734 1.5630 0.2088 -0.05 0.21 0.07